39
Properties=species:S:1:pos:R:3:forces:R:3 method="wB97M-V/def2-TZVPD" largest_force_ev_per_a=11.28 lumo_energy_ev=-0.4 homo_lumo_gap_ev=8.04 energy_ha=-993.4939 homo_energy_ev=-8.448 de_lowest_kcal_mol=175.3
H -0.8495 0.6046 0.7092 0.4 0.3 0.2
H 0.2375 -0.5205 0.4634 -2.7 0.5 0.6
H -2.0221 0.2289 -1.2402 -0.5 0.1 -0.4
H -0.7351 -0.1951 -1.9875 -1.0 0.6 0.0
H 2.8623 -2.5251 -1.6189 0.7 0.1 -0.1
H 3.5310 -3.6041 -0.6494 -0.8 0.8 -0.7
H -0.5155 -4.9271 -1.5683 0.0 0.0 0.0
H -1.2943 -3.8441 -0.9185 -4.8 2.1 0.1
H 3.2629 0.6446 1.2553 0.1 0.3 0.1
H 3.3829 -0.8485 1.1970 0.5 0.5 -0.1
H -1.5421 -2.4245 2.4882 -1.4 1.2 -0.3
H -2.3270 -1.3636 1.7062 0.7 1.7 -2.8
H -0.3344 2.2230 -2.8742 -0.1 0.0 -0.1
H -0.6976 3.0647 -1.6201 -0.5 -0.3 -2.9
H 3.0470 -2.5052 3.4063 -0.4 1.2 -0.9
H 2.5995 -1.3103 4.0854 -0.5 1.3 1.8
H -2.9011 2.2780 4.0933 0.0 0.0 0.3
H -2.0337 3.0928 3.2146 0.3 0.3 -0.9
H 0.3870 3.0015 0.9657 -1.9 1.7 2.1
H 1.0818 1.6770 0.7241 0.0 0.5 -0.1
H -1.8290 -0.7166 -3.4424 -1.1 0.7 -0.2
H -2.9298 0.2615 -2.9145 0.0 0.6 0.5
H -0.0560 5.4751 0.7233 -0.1 0.1 -0.1
H -1.1287 4.3992 0.4471 0.9 0.7 -0.4
H 0.8512 -0.7180 -2.5748 -1.0 -0.9 -2.2
H 0.2515 -1.9558 -3.2684 -0.1 -1.7 0.2
O -0.7633 -0.3350 0.5921 4.5 -2.8 10.0
O -1.1033 0.0184 -1.1011 -0.7 1.4 -9.8
O 2.6905 -3.2447 -1.0154 0.3 -0.8 0.8
O -0.4883 -4.2100 -0.9314 4.7 -2.0 -0.1
O 3.8371 -0.0347 0.8954 -0.6 -0.8 0.0
O -2.3655 -1.8607 2.4658 0.7 -3.0 3.2
O -0.9548 2.9146 -2.6154 0.7 0.4 2.9
O 2.7181 -1.5851 3.2067 0.9 -2.5 -1.0
O -2.2070 2.9461 4.1315 -0.4 -0.3 0.6
O 0.9580 2.5845 0.3972 2.4 -3.0 -2.0
O -2.7301 -0.3450 -3.6104 0.9 -1.3 -0.8
O -0.2220 4.6914 0.1859 -1.5 0.1 0.6
O 0.3319 -1.0319 -3.4030 1.4 2.3 2.0